Entry from the OMol25 dataset: a cluster of 2 separate species, C6H10N in total at a distorted geometry (wB97M-V/def2-TZVPD).

## Properties
HOMO level (spin up / spin down) ... -14.30 / -13.16 eV
Total charge ... +1
Frontier orbital gap (spin up / spin down) ... 8.22 / 7.77 eV
LUMO energy (spin up / spin down) ... -6.076 / -5.393 eV

```
17
Properties=species:S:1:pos:R:3:forces:R:3
C -1.09778 2.53176 -0.73205 0.3 -0.8 0.6
C -0.56944 1.47100 -0.56497 0.3 -0.5 -0.4
C 0.34595 -1.80600 0.66636 -1.2 -0.1 -0.4
C 0.61050 -0.36268 -1.83050 -0.6 0.4 -2.2
C -0.60016 -0.02950 1.87823 -2.5 0.8 -2.7
C 0.12880 0.26248 -0.54446 1.2 -1.4 0.1
N -0.03637 -0.57070 0.59263 0.3 -1.2 1.4
H -1.53580 3.43993 -0.53567 -0.8 1.7 -0.3
H 0.51213 -2.41814 -0.19068 0.7 0.1 -0.6
H 0.20093 -2.31870 1.59661 0.2 0.0 0.4
H 1.33292 -1.14575 -1.83445 1.1 -0.3 1.2
H -0.09403 -0.95261 -2.57471 0.3 2.0 1.6
H 1.11502 0.51751 -2.30582 -0.7 -1.0 -0.3
H -0.04168 -0.17191 2.71995 2.1 -0.6 1.8
H -1.63736 -0.39410 2.10568 1.0 0.1 -0.8
H -0.64575 0.98851 1.59091 -0.4 1.3 0.8
H 2.01212 0.95888 -0.03705 -1.1 -0.4 -0.2
```
Forces are in eV/Å.



Entry from the OMol25 dataset: the ion C6H10N with charge +1 at a distorted geometry (wB97M-V/def2-TZVPD).

## Properties
HOMO level ... -14.85 eV
Total charge ... +1
Frontier orbital gap ... 8.83 eV
LUMO energy ... -6.024 eV

```
17
Properties=species:S:1:pos:R:3:forces:R:3
C -2.28309 0.62037 -0.08018 3.2 -1.4 0.7
C -0.98550 1.41093 -0.24746 -2.2 1.1 -1.3
C -0.53476 -0.75704 0.40157 0.0 0.9 -0.7
C 0.09418 0.53012 0.02514 -0.8 0.0 1.4
C -0.05658 -2.12996 0.00429 1.7 -1.5 0.7
C 1.46402 0.97643 0.26696 -0.8 -0.5 -1.6
N -1.99923 -0.58058 0.22214 0.8 -0.6 1.1
H -3.29749 0.84949 -0.05849 -1.5 1.2 -0.6
H -0.91111 1.80763 -1.27116 0.3 -0.6 -0.8
H -0.95011 2.43215 0.06875 0.2 0.7 1.4
H -0.09039 -0.62577 1.43364 -1.3 0.1 0.3
H 0.79246 -2.10616 -0.69575 -0.3 0.1 0.2
H -0.89179 -2.60306 -0.48699 -0.1 -0.4 0.0
H 0.31062 -2.76540 0.89890 -0.9 1.1 -1.5
H 1.56502 2.04352 0.41803 0.0 0.2 -0.6
H 1.89869 0.56143 -0.67701 0.8 0.5 0.7
H 1.82797 0.50135 1.14037 0.8 -0.9 0.5
```
Forces are in eV/Å.



Entry from the OMol25 dataset: the ion C6H10N with charge +1 at a distorted geometry (wB97M-V/def2-TZVPD).

## Properties
HOMO level (spin up / spin down) ... -9.45 / -14.20 eV
Total charge ... +1
2S+1 ... 3
Frontier orbital gap (spin up / spin down) ... 5.07 / 5.40 eV
LUMO energy (spin up / spin down) ... -4.379 / -8.796 eV

```
17
Properties=species:S:1:pos:R:3:forces:R:3
C -1.26416 2.24056 -0.33553 1.8 3.3 -1.4
C -1.60503 1.19382 0.15841 -3.1 -2.6 1.3
C 0.99497 0.45139 0.17598 5.5 4.5 -2.3
C 0.09635 -0.36625 0.67017 -4.5 -2.3 0.8
C 2.47770 0.23388 0.18799 -1.6 -2.9 0.9
C -1.91781 -1.14302 -0.36806 -2.9 -0.3 -4.4
N -1.37259 -0.13303 0.48659 2.5 -0.2 2.2
H -1.67944 3.18911 -0.58096 0.1 0.6 -0.1
H 0.80098 1.40066 -0.28839 -1.0 -0.1 -0.7
H 0.34285 -1.25784 1.12298 0.3 -1.7 1.6
H 2.91091 -0.16593 1.08132 -0.4 -1.2 1.0
H 3.13199 1.01618 0.13891 0.9 2.7 -1.4
H 2.66656 -0.55220 -0.57833 0.1 0.5 0.0
H -2.46942 -1.97713 0.06028 0.5 0.2 0.9
H -2.74805 -0.61057 -1.03077 1.7 -0.9 1.2
H -1.16088 -1.53740 -1.06094 -0.2 0.3 0.3
H -1.84383 -0.23389 1.40063 0.4 -0.1 0.1
```
Forces are in eV/Å.



Entry from the OMol25 dataset: an isolated molecule of C6H10N2 at a distorted geometry (wB97M-V/def2-TZVPD).

## Properties
HOMO level ... -8.07 eV
Frontier orbital gap ... 9.09 eV
LUMO energy ... 1.021 eV

```
18
Properties=species:S:1:pos:R:3:forces:R:3
C -1.48279 -1.07561 0.05446 0.0 -3.0 0.6
C -1.75250 0.33026 -0.35296 -2.0 5.3 -2.4
N -0.56008 1.35398 -0.01678 -0.3 -0.9 1.8
C 0.06414 0.47109 1.05083 0.6 3.1 -3.1
C 0.02127 -0.84177 0.19695 -0.9 3.4 -0.2
N 1.35716 -1.21886 0.04751 2.9 -4.4 1.4
C 1.96406 0.02871 -0.43922 0.4 2.3 0.2
C 1.07855 1.21839 0.11054 -2.5 0.7 1.5
H -2.06170 -1.46879 0.97453 0.7 0.4 -1.7
H -1.47289 -1.65210 -0.89165 -1.3 -0.7 1.0
H -2.01002 0.63637 -1.45385 0.5 -1.7 1.4
H -2.63424 0.85755 0.12306 1.1 -0.8 0.2
H -0.36251 0.70246 2.01608 0.6 -0.5 0.5
H -0.23704 -0.35638 -0.87138 3.1 -0.9 1.5
H 1.90105 -1.88843 0.88492 -2.0 3.2 -3.2
H 3.00764 0.19371 0.06467 -1.7 -0.4 -1.6
H 1.80603 0.30018 -1.56745 1.2 -1.7 1.5
H 1.37387 2.40924 0.06973 -0.4 -3.5 0.5
```
Forces are in eV/Å.



Entry from the OMol25 dataset: a structure of composition C6H10N2 at a distorted geometry (wB97M-V/def2-TZVPD).

## Properties
HOMO level ... -7.60 eV
Frontier orbital gap ... 8.71 eV
LUMO energy ... 1.112 eV

```
18
Properties=species:S:1:pos:R:3:forces:R:3
C 1.78876 -0.67550 0.16474 1.7 0.3 1.4
C 0.32976 0.83874 -0.57989 -0.9 0.7 0.4
C -0.25875 0.51854 0.89076 -0.6 0.4 0.5
C -1.78834 0.39093 0.36875 -2.2 2.9 4.3
C -0.41856 -0.61855 -0.75874 4.8 -1.3 -5.6
C 0.33545 -0.93236 0.52532 -2.2 1.2 0.0
H 2.20081 -0.24452 1.06138 0.8 -0.9 1.0
H 2.50365 -1.51720 -0.19639 -1.7 1.4 0.2
H 2.36893 1.33269 -0.31718 -1.5 -1.2 -0.2
H 0.28590 1.72100 -1.24945 -1.7 -0.1 0.7
H -0.05669 0.91046 2.05831 -0.6 -0.4 -3.4
H -2.34502 1.36146 0.07300 1.6 -1.0 0.1
H -2.37303 0.14679 1.27121 -0.2 -0.5 -0.3
H -2.40183 -0.30820 -1.49881 2.0 -0.6 1.8
H -0.00222 -1.17857 -1.69171 -0.8 0.7 1.3
H -0.06585 -1.73714 1.14734 0.7 -0.2 -0.2
N 1.69199 0.58406 -0.61830 2.7 -1.6 -1.0
N -1.79498 -0.59262 -0.65034 -2.1 0.2 -1.1
```
Forces are in eV/Å.



Entry from the OMol25 dataset: an isolated molecule of C6H10N2 at a distorted geometry (wB97M-V/def2-TZVPD).

## Properties
HOMO level ... -9.11 eV
Frontier orbital gap ... 9.53 eV
LUMO energy ... 0.413 eV

```
18
Properties=species:S:1:pos:R:3:forces:R:3
H -0.91597 -2.37271 0.66755 0.1 -0.1 -0.5
N 0.05862 -2.14368 0.85599 -0.3 1.0 0.7
C 0.47071 -1.09419 0.26312 1.0 -2.2 -3.0
C 1.89835 -0.68111 0.45527 0.2 0.5 0.4
C -0.19813 -0.52438 -1.08694 -0.8 -1.1 2.4
C -0.78547 -1.24651 -2.03993 0.7 0.1 0.1
C -0.62267 0.79095 -0.67259 -0.7 0.5 1.3
N -0.31722 1.00070 0.55150 -0.3 0.8 -0.9
C -0.67260 2.19175 1.25651 -0.5 0.4 -0.3
H 2.49596 -0.91795 -0.42345 0.0 -0.1 -0.1
H 1.94389 0.39483 0.61570 0.2 -0.1 -0.1
H 2.33156 -1.17010 1.32521 -0.1 -0.1 0.0
H -1.49196 -0.80846 -2.73200 0.1 0.1 -0.1
H -0.55898 -2.29640 -2.15567 -0.1 -0.1 0.0
H -1.35534 1.37291 -1.24442 0.5 0.4 -0.1
H 0.24029 2.66137 1.62577 -0.1 0.0 0.1
H -1.21842 2.90615 0.62796 0.0 0.1 0.1
H -1.30261 1.93685 2.11042 0.1 0.0 0.1
```
Forces are in eV/Å.